Entry 1:
ORCA calculation (ωB97M-V/def2-TZVPD) on a single C6H7N3 molecule.

Spin multiplicity: 3
<S²>: 2.0304
Orbital gap (alpha / beta) in eV: 7.21 / 7.87

Atoms and positions in Å:
C 3.10528 0.32981 0.01912
C 1.96705 0.74341 0.14041
C 4.29642 -0.30863 0.02028
C 0.67168 1.20216 0.31242
C -1.64608 -1.61437 0.07732
C -1.62120 1.10974 -0.11772
N 5.21544 -1.01323 0.00213
N -0.45244 -0.99833 -0.11482
N -0.34389 0.36750 0.07902
H 0.42810 2.22119 0.18398
H -1.38053 -2.69291 -0.16677
H -2.23644 -1.52735 1.10253
H -2.25780 -1.46711 -0.88164
H -1.67699 1.05845 -1.23201
H -2.41056 0.54090 0.23306
H -1.65804 2.04877 0.34268

Cartesian forces, eV/Å:
C -0.2849 0.2029 0.1416
C -0.5866 0.7411 0.4485
C 0.6088 -0.8939 -0.0950
C 3.6778 -1.5197 -0.9577
C -2.6582 -2.7243 -0.6068
C 1.6900 -1.8007 -2.5447
N 0.0888 0.3814 0.0138
N 4.8107 1.8193 0.1344
N -5.7866 -0.1041 0.9793
H 0.0240 0.9224 0.3064
H -0.4846 0.8963 1.1389
H 1.0674 0.1139 -2.1153
H -0.2140 0.4382 1.4129
H -0.6489 1.0783 0.6207
H -1.5850 -0.9742 0.8372
H 0.2813 1.4232 0.2857

Entry 2:
ORCA calculation (ωB97M-V/def2-TZVPD) on a single C6H7N3O molecule.

Spin multiplicity: 1
Structure (SMILES): CC(=O)Nc1ncccn1
Orbital gap in eV: 10.37

Atoms and positions in Å:
C 2.39690 -1.33123 -1.80659
C 1.18476 -1.19731 -0.94122
C -0.15762 0.44065 0.35997
C -2.37815 0.86292 0.12242
C -2.43533 1.17404 1.50515
C -1.27342 0.95489 2.22442
H 3.53989 -1.10143 -1.33676
H 2.34600 -0.71320 -2.68141
H 2.49933 -2.26468 -1.91742
H 1.88330 0.71566 -0.60277
H -3.34352 0.96530 -0.52142
H -3.31939 1.33776 2.16573
H -0.99015 1.05210 3.34889
N 1.04728 0.01817 -0.30123
N -1.21746 0.52039 -0.47858
N -0.12715 0.60846 1.64174
O 0.34474 -2.04247 -0.78092

Cartesian forces, eV/Å:
C 2.9215 6.3153 2.6510
C -0.5943 1.6493 1.2441
C 0.0864 -0.8237 -2.5657
C -0.7559 0.5875 -0.3527
C -0.4148 -0.9898 1.1142
C 1.7289 0.3942 1.7764
H -3.3317 0.0332 -0.6072
H -0.2090 -0.0649 -0.6267
H 0.5304 -7.1753 -1.9725
H -3.1263 -1.8136 1.5106
H 2.0134 -0.3388 1.0756
H 0.3899 0.1761 -1.3820
H -1.8754 0.1182 -1.7878
N 3.3670 2.3647 -1.2140
N -1.0623 0.5804 1.3578
N 0.4167 0.0463 0.1468
O -0.0845 -1.0588 -0.3680

Looking at maximum force for the records above, in order, we have 5.87; 7.46 eV/Å.
Looking at molecular weight for the records above, in order, we have 121.1; 137.1 g/mol.